Formula: C18H19ClN4O2
Source: the OMol25 dataset
Level of theory: the ωB97M-V functional and the def2-TZVPD basis

* HOMO: -8.45 eV
* HOMO-LUMO gap: 9.07 eV

Geometry (Å):
1 C 3.913 0.766 -0.878
2 C 3.933 -0.746 -0.686
3 O 2.633 -1.296 -0.567
4 C 1.776 -1.241 -1.630
5 C 2.189 -1.167 -2.954
6 C 1.274 -1.198 -3.992
7 C -0.075 -1.294 -3.720
8 C -0.518 -1.346 -2.406
9 C 0.397 -1.308 -1.349
10 O -0.132 -1.379 -0.092
11 C 0.506 -0.685 0.968
12 C -0.510 -0.370 2.032
13 C -1.688 -1.094 2.143
14 C -2.630 -0.780 3.106
15 C -2.402 0.268 3.980
16 C -1.226 0.992 3.898
17 C -0.289 0.668 2.933
18 Cl 1.177 1.569 2.859
19 H -1.032 1.808 4.576
20 H -3.136 0.523 4.730
21 H -3.542 -1.355 3.175
22 H -1.857 -1.911 1.459
23 H 1.312 -1.296 1.396
24 H 0.942 0.251 0.601
25 C -1.993 -1.336 -2.111
26 N -2.500 0.043 -2.219
27 N -1.861 0.925 -1.359
28 C -0.679 1.557 -1.593
29 N -0.361 2.299 -0.574
30 N -1.334 2.180 0.345
31 C -2.220 1.352 -0.118
32 H -3.116 1.053 0.387
33 H -0.113 1.444 -2.493
34 H -3.499 0.063 -2.023
35 H -2.177 -1.764 -1.118
36 H -2.536 -1.912 -2.862
37 H -0.798 -1.309 -4.520
38 H 1.624 -1.147 -5.011
39 H 3.240 -1.105 -3.186
40 H 4.494 -1.237 -1.491
41 H 4.409 -0.999 0.265
42 H 3.378 1.240 -0.058
43 H 4.930 1.145 -0.901
44 H 3.416 1.032 -1.809

Now the Mulliken charges, all in e: -0.984 -0.495 -0.447 0.821 -0.416 -1.043 -0.654 0.382 0.713 -0.469 -0.730 -0.021 -0.406 -0.859 -0.458 -0.617 0.910 -0.232 0.440 0.401 0.395 0.407 0.642 0.222 -0.931 -0.843 0.627 -0.224 -0.493 -0.374 -0.135 0.491 0.545 0.291 0.080 0.578 0.456 0.407 0.324 0.376 0.377 0.217 0.419 0.310

Formula: C18H19ClN4O4
Source: the OMol25 dataset
Level of theory: the ωB97M-V functional and the def2-TZVPD basis

* HOMO: -8.42 eV
* HOMO-LUMO gap: 9.05 eV

Geometry (Å):
1 C -1.449 3.693 8.415
2 H -1.951 4.376 9.098
3 O -2.176 3.759 7.211
4 C -1.766 2.997 6.164
5 C -2.527 3.109 4.997
6 C -2.194 2.378 3.879
7 C -1.093 1.510 3.878
8 C -0.346 1.407 5.040
9 C -0.675 2.140 6.172
10 H -0.062 2.024 7.051
11 H 0.508 0.751 5.086
12 O -0.858 0.838 2.713
13 C 0.235 -0.041 2.658
14 C 0.272 -0.629 1.289
15 C -0.527 -0.464 0.197
16 C 0.063 -1.313 -0.775
17 N 1.117 -1.915 -0.278
18 O 1.256 -1.500 1.000
19 C -0.393 -1.529 -2.175
20 O -1.343 -0.938 -2.649
21 N 0.343 -2.446 -2.828
22 H 1.157 -2.820 -2.363
23 C 0.134 -2.768 -4.232
24 C 1.047 -1.938 -5.082
25 C 0.759 -0.708 -5.639
26 N 1.869 -0.290 -6.273
27 N 2.859 -1.168 -6.161
28 C 2.386 -2.167 -5.442
29 H 3.012 -3.006 -5.216
30 C 2.053 0.929 -7.007
31 H 1.858 1.793 -6.370
32 H 1.385 0.965 -7.869
33 H 3.086 0.955 -7.350
34 H -0.142 -0.129 -5.614
35 C 0.330 -4.264 -4.449
36 H -0.378 -4.827 -3.847
37 H 1.339 -4.558 -4.170
38 H 0.175 -4.509 -5.497
39 H -0.902 -2.482 -4.450
40 H -1.392 0.152 0.087
41 H 0.134 -0.849 3.400
42 H 1.182 0.487 2.852
43 Cl -3.134 2.519 2.444
44 H -3.375 3.773 4.987
45 H -1.464 2.684 8.838
46 H -0.413 4.016 8.277

Now the Mulliken charges, all in e: -0.819 0.228 -0.448 0.820 -0.531 0.372 0.306 -0.776 -0.628 0.358 0.365 -0.277 -0.332 0.213 -0.206 0.359 -0.482 -0.226 -0.054 -0.714 -0.127 0.405 0.128 0.308 -0.843 0.713 -0.931 -0.508 0.452 -0.843 0.315 0.310 0.294 0.530 -1.602 0.437 0.319 0.367 0.488 0.574 0.374 0.376 -0.211 0.473 0.336 0.337

Formula: C18H19EuIN2S
Source: the OMol25 dataset
Level of theory: the ωB97M-V functional and the def2-TZVPD basis

* <S²>: 15.761
* HOMO (spin up / spin down): -6.70 / -6.71 eV
* spin multiplicity: 8
* HOMO-LUMO gap (spin up / spin down): 5.77 / 5.78 eV

Geometry (Å):
1 C 3.431 3.898 0.348
2 C 4.587 2.958 -0.014
3 H 3.157 4.530 -0.505
4 H 3.760 4.568 1.156
5 H 2.513 3.403 0.686
6 H 4.323 2.161 -0.704
7 H 5.375 3.566 -0.484
8 H 5.024 2.508 0.887
9 C -2.682 0.943 -1.424
10 C -3.916 0.856 -2.074
11 C -4.167 -0.241 -2.888
12 C -3.178 -1.216 -3.014
13 H -2.433 1.767 -0.742
14 H -4.649 1.652 -1.929
15 H -5.109 -0.342 -3.419
16 H -3.338 -2.089 -3.626
17 N -1.687 0.043 -1.585
18 C -1.943 -1.058 -2.342
19 C -0.869 -2.075 -2.415
20 N 0.280 -1.812 -1.725
21 C 1.257 -2.748 -1.675
22 C 0.039 -4.203 -3.146
23 C 1.181 -3.948 -2.395
24 H 2.118 -2.504 -1.031
25 H 2.021 -4.650 -2.354
26 C -1.000 -3.272 -3.146
27 H -1.911 -3.428 -3.703
28 H -0.057 -5.114 -3.730
29 Eu 0.731 0.422 -0.371
30 I -0.267 3.136 0.949
31 S -0.574 -1.458 1.324
32 C -0.423 -0.620 2.810
33 C 0.845 -0.575 3.444
34 C 1.060 0.291 4.505
35 C 0.000 1.065 5.004
36 C -1.276 0.973 4.431
37 C -1.510 0.101 3.378
38 H 1.642 -1.191 3.019
39 H 2.056 0.353 4.945
40 H 0.173 1.736 5.850
41 H -2.095 1.593 4.807
42 H -2.486 0.022 2.897

Now the Mulliken charges, all in e: -0.504 -0.809 0.294 0.265 -0.077 0.233 0.270 0.266 0.095 -0.731 -0.493 -0.529 0.097 0.388 0.423 0.293 0.107 0.494 0.384 -0.060 0.033 -0.502 -0.721 0.320 0.360 -0.516 0.309 0.425 1.018 -0.535 -0.383 0.242 -0.522 -0.346 -0.427 -0.352 -0.534 0.382 0.352 0.339 0.327 0.325

Formula: C18H19F3N2O2S
Source: the OMol25 dataset
Level of theory: the ωB97M-V functional and the def2-TZVPD basis

* HOMO: -5.89 eV
* HOMO-LUMO gap: 5.48 eV

Geometry (Å):
1 C -1.446 -1.073 -2.402
2 C -1.370 0.423 -2.159
3 C -0.384 0.455 -0.993
4 C 0.666 -0.620 -1.273
5 N 1.968 -0.557 -1.289
6 C 2.723 -1.825 -1.441
7 C 4.194 -1.447 -1.474
8 C 4.284 0.056 -1.681
9 C 2.841 0.553 -1.725
10 C -0.115 -1.734 -1.866
11 H -2.294 -1.517 -1.890
12 H -1.611 -1.349 -3.448
13 H -0.921 0.983 -2.977
14 H -2.354 0.822 -1.835
15 H -0.672 1.642 -0.603
16 H 2.491 -2.556 -0.650
17 H 2.458 -2.262 -2.415
18 H 4.688 -1.714 -0.547
19 H 4.720 -1.958 -2.277
20 H 4.770 0.554 -0.831
21 H 4.799 0.378 -2.585
22 H 2.560 0.932 -2.728
23 H 2.939 1.410 -1.029
24 H -0.377 -2.445 -1.063
25 H 0.410 -2.301 -2.649
26 F 0.819 4.160 0.473
27 C 0.111 3.517 -0.497
28 F -1.185 3.350 -0.060
29 F 0.119 4.356 -1.597
30 S 0.776 2.009 -1.210
31 N -0.667 1.197 1.679
32 C -1.342 0.169 1.270
33 O -1.285 -0.282 0.032
34 C -2.157 -0.356 2.367
35 C -1.883 0.494 3.436
36 C -2.591 0.381 4.602
37 C -3.533 -0.651 4.645
38 C -3.762 -1.581 3.590
39 C -3.064 -1.420 2.378
40 C -0.879 1.503 3.013
41 O -0.278 2.436 3.570
42 H -2.352 1.077 5.411
43 H -4.113 -0.781 5.560
44 H -4.504 -2.395 3.687
45 H -3.198 -2.033 1.483

Now the Mulliken charges, all in e: -0.736 -0.918 1.372 -0.032 0.144 -0.748 -0.632 -0.685 -0.416 -0.739 0.183 0.515 0.420 0.389 -0.662 0.369 0.317 0.282 0.289 0.271 0.363 0.439 0.194 0.310 0.366 -0.244 0.982 -0.227 -0.251 -0.635 -0.080 0.331 -0.091 0.309 -0.005 -0.401 -0.393 -0.592 -0.322 0.006 -0.690 0.447 0.351 0.375 0.476

Formula: C18H19FNO9S2
Source: the OMol25 dataset
Level of theory: the ωB97M-V functional and the def2-TZVPD basis

* HOMO: -4.94 eV
* total charge: -1
* HOMO-LUMO gap: 7.54 eV

Geometry (Å):
1 C -1.346 0.703 4.365
2 O -0.105 0.012 4.064
3 C -0.116 -0.900 3.093
4 C 1.261 -1.687 3.320
5 O 1.284 -2.848 3.721
6 O 2.321 -0.875 3.220
7 C 3.586 -1.247 3.877
8 C -1.097 -2.039 3.042
9 O -1.136 -2.749 2.076
10 O -1.998 -2.004 4.018
11 C -2.653 -3.264 4.229
12 H -1.055 1.412 5.134
13 H -1.738 1.215 3.481
14 H -2.076 -0.008 4.760
15 H 4.018 -0.316 4.215
16 H 3.391 -1.906 4.713
17 H 4.239 -1.722 3.155
18 H -3.340 -3.118 5.064
19 H -3.187 -3.576 3.321
20 H -1.901 -4.024 4.493
21 C -5.141 -2.134 0.504
22 C -4.851 -1.564 -0.734
23 C -3.992 -0.452 -0.788
24 C -3.455 0.041 0.409
25 S -2.309 1.416 0.268
26 N -0.940 0.662 -0.156
27 F -0.443 -0.194 1.916
28 S 0.305 1.686 -0.230
29 C 1.720 0.611 -0.529
30 C 2.556 0.244 0.515
31 C 3.643 -0.589 0.284
32 C 3.894 -1.026 -1.018
33 C 3.085 -0.624 -2.090
34 C 1.994 0.220 -1.844
35 O 0.161 2.426 -1.462
36 O 0.623 2.376 0.991
37 O -2.750 2.196 -0.848
38 O -2.341 2.037 1.593
39 C -3.814 -0.493 1.637
40 C -4.643 -1.612 1.687
41 H -5.773 -3.035 0.538
42 H -5.290 -1.945 -1.671
43 H -3.785 0.067 -1.713
44 H 2.349 0.656 1.484
45 H 4.294 -0.870 1.102
46 H 4.728 -1.709 -1.207
47 H 3.302 -0.955 -3.127
48 H 1.388 0.611 -2.662
49 H -3.500 0.026 2.533
50 H -4.909 -2.033 2.662

Now the Mulliken charges, all in e: -0.505 -0.486 1.773 0.004 -0.610 -0.166 -0.934 -0.026 -0.573 -0.180 -0.836 0.334 0.107 0.218 0.283 0.373 0.319 0.230 0.360 0.292 -0.512 -0.488 -0.629 -0.114 1.244 -0.336 0.202 1.200 -0.064 -0.230 -0.507 -0.372 -0.485 -0.516 -0.766 -0.678 -0.721 -0.770 -0.053 -0.465 0.307 0.346 0.455 0.632 0.300 0.335 0.322 0.417 0.440 0.532

Record-wise electronic energy values, in Ha: -1526.94789, -1677.43487, -2213.09054, -1654.77576, -2325.45446